DFT (the ωB97M-V functional and the def2-TZVPD basis) results for a structure of composition C5H12N3 at a distorted geometry.

```
20
Properties=species:S:1:pos:R:3:forces:R:3
C -1.683454 1.150022 1.603053 2.3 -0.4 -0.1
C -1.183501 0.129944 0.944617 -0.7 -1.0 -0.2
C 1.143349 0.572420 1.601446 -2.1 2.6 3.3
C 0.972464 0.513341 -2.130498 0.6 -0.5 -1.6
C 0.566750 -1.256166 0.155564 -1.3 0.0 -1.5
N 0.062352 -1.533821 -2.598862 -1.0 -1.0 0.3
N 0.167731 -0.239448 0.927059 2.3 -2.1 -0.9
N 0.512503 -0.797252 -1.754326 0.0 0.4 0.3
H -2.681536 1.080547 1.630824 -3.7 0.7 0.0
H -1.184068 1.885711 2.179013 0.5 0.4 0.4
H -1.900305 -0.540175 0.403164 1.1 0.4 0.5
H 1.098901 0.567558 2.790437 -0.8 -0.2 -2.4
H 2.168034 0.449891 1.531374 1.9 -1.2 -1.5
H 0.886789 1.586106 1.276928 0.5 0.2 0.4
H 2.049852 0.532996 -2.339386 0.0 0.0 0.8
H 0.626564 1.088951 -1.308654 0.1 1.3 0.4
H 0.559895 0.763444 -3.111151 -0.4 0.2 0.4
H -0.160442 -2.039925 -0.044124 -0.2 0.1 0.2
H 1.555292 -1.570124 -0.159335 0.5 0.3 1.7
H -0.361370 -2.325819 -2.053589 0.4 -0.1 -0.9
```
Positions in Å, forces in eV/Å.

HOMO-LUMO gap: 9.11 eV
Largest force on an atom: 0.09155 Eh/bohr
E_tot: -9839.24575 eV
Relative energy (zero: lowest compared OMol25 entry of this formula, charge and spin): 4.966 eV
Total charge: +1
M: 114.17 g mol⁻¹

Results of the natural (NBO) charge analysis, in e, for atoms 1 through 6: number 1, C, carries -0.370; number 2, C, carries -0.048; number 3, C, carries -0.446; number 4, C, carries -0.480; number 5, C, carries 0.067; number 6, N, carries -0.179